10
Properties=species:S:1:pos:R:3 method="wB97M-V/def2-TZVPD" mol_weight_g_mol=95.11 e_above_lowest_kcal_mol=97.4 gap_ev="7.86 / 8.11" homo_energy_ev="-8.9 / -8.1" multiplicity=1
S -0.777 -1.033 -1.948
P -0.735 -0.945 0.181
N -2.178 -0.729 0.745
C 1.600 1.347 0.451
H 0.906 2.201 0.888
H 1.726 0.477 0.985
H 1.964 1.526 -0.590
H 0.523 -0.830 -1.896
H -2.768 0.140 0.539
H -0.261 -2.153 0.645



5
Properties=species:S:1:pos:R:3 method="wB97M-V/def2-TZVPD" mol_weight_g_mol=38.85 e_above_lowest_kcal_mol=121.6 gap_ev="6.19 / 6.19" homo_energy_ev="-8.4 / -8.4" multiplicity=1
N -3.145 -0.251 0.009
C -2.113 0.247 -0.045
B -0.718 0.762 0.068
H 0.175 1.630 -0.141
H -0.054 -1.957 -0.138



56
Properties=species:S:1:pos:R:3 method="wB97M-V/def2-TZVPD" mol_weight_g_mol=357.52 e_above_lowest_kcal_mol=15.3 gap_ev=9.02 homo_energy_ev=-11.2 multiplicity=1 charge=+1
N -1.904 -0.201 -2.185
N -1.182 -0.774 0.224
C -2.214 -1.620 1.025
C -2.597 -0.733 2.208
C 1.781 -2.618 0.288
C -0.347 -0.047 1.329
C 2.446 2.097 3.823
C -0.478 2.782 -3.974
C -1.741 0.193 -0.746
C 2.670 -0.676 3.656
C 1.589 1.392 2.976
C 3.501 0.031 4.525
C 1.709 -1.266 0.661
C -0.631 1.700 -3.093
C 2.543 -2.978 -0.831
C -1.371 0.177 2.449
C 1.698 -0.003 2.893
C -2.563 2.275 -5.049
C 3.393 1.425 4.599
C -1.449 3.106 -4.929
C 3.176 -0.663 -1.164
C -3.042 -1.095 -2.485
C -1.794 0.900 -3.121
C 3.238 -1.996 -1.553
C 0.868 -0.822 1.847
C -2.709 1.180 -4.178
C 2.420 -0.296 -0.053
H -1.636 1.240 2.483
H 0.524 -1.724 2.389
H 0.179 1.466 -2.396
H -3.035 -2.011 0.378
H -4.024 -0.655 -2.199
H -1.331 3.976 -5.596
H 2.388 0.746 0.282
H -2.713 0.539 -0.318
H 2.795 -1.756 3.555
H 0.863 1.953 2.373
H -0.929 -0.067 3.430
H 2.340 3.175 3.873
H 1.264 -3.367 0.906
H -0.640 -1.405 -0.373
H 4.003 1.988 5.296
H -1.064 1.052 -0.753
H 3.843 -2.279 -2.409
H 0.427 3.395 -3.918
H -3.585 0.535 -4.351
H -3.494 -0.133 1.992
H -3.068 -1.220 -3.581
H -2.903 -2.065 -1.993
H -0.006 0.889 0.861
H -3.315 2.492 -5.836
H -1.608 -2.479 1.363
H 3.726 0.112 -1.719
H -2.829 -1.345 3.100
H 4.231 -0.490 5.139
H 2.587 -4.028 -1.124



83
Properties=species:S:1:pos:R:3 method="wB97M-V/def2-TZVPD" mol_weight_g_mol=610.56 gap_ev="7.72 / 7.74" homo_energy_ev="-13.3 / -13.2" multiplicity=3 charge=+2 s2=2.004
Pr 0.251 -0.184 -1.546
P 2.600 -0.795 -0.100
P -2.222 -1.473 -1.046
O -0.178 -1.829 1.704
N 0.670 -2.550 -1.935
N -0.214 2.121 3.057
C 3.057 -2.313 -1.102
C -0.420 1.207 4.222
C -4.866 -2.427 -0.451
C 5.085 0.200 -1.256
C -0.916 4.677 -0.561
C -3.524 0.979 -1.679
C -3.516 -2.011 0.141
C -0.126 4.118 -1.562
C -0.083 -1.259 0.670
C -0.097 2.005 -0.363
C -1.835 -2.982 -2.101
C -3.015 -0.318 -2.331
C 2.756 -0.055 2.587
C 1.899 -3.211 -1.553
C -3.703 -0.982 1.264
C 3.628 0.561 -0.929
C -0.397 -3.528 -2.020
C 3.518 1.888 -0.159
C 4.854 -1.147 1.683
C -4.084 -0.959 -3.234
C -0.825 2.581 0.669
C -0.298 3.540 3.500
C -1.169 1.784 1.906
C -1.294 3.899 0.541
C 3.324 -1.071 1.579
C 0.312 2.768 -1.442
H 2.262 -3.922 -2.309
H -4.332 -0.225 -4.020
H -1.251 5.718 -0.636
H 4.102 1.880 0.776
H -3.829 1.670 -2.484
H 5.490 1.007 -1.890
H -2.159 -0.049 -2.995
H 5.298 -1.834 0.950
H -1.043 0.709 1.725
H -5.463 -1.564 -0.770
H -2.779 -0.819 1.829
H 5.167 -0.734 -1.826
H 1.599 -3.810 -0.688
H 0.067 4.199 2.709
H 5.719 0.131 -0.362
H 3.162 0.954 2.422
H -2.096 -2.776 -3.158
H -4.058 -0.016 0.884
H 0.322 3.649 4.395
H -4.407 0.807 -1.041
H -0.317 -4.076 -1.075
H 3.111 0.696 -1.905
H -5.012 -1.192 -2.694
H 0.704 -0.957 -3.378
H -2.748 1.495 -1.085
H -1.450 1.337 4.590
H 3.036 -0.367 3.603
H -5.445 -2.933 0.335
H 0.732 1.966 2.675
H -1.933 4.339 1.319
H 3.654 -2.004 -1.981
H 5.328 -0.159 1.597
H 2.924 -2.067 1.845
H -4.773 -3.135 -1.283
H 3.735 -2.899 -0.457
H 0.301 1.479 5.003
H 3.924 2.690 -0.799
H 0.169 4.706 -2.428
H 1.659 -0.012 2.542
H -0.249 -4.269 -2.822
H 0.967 2.357 -2.234
H 2.471 2.157 0.065
H -0.262 0.170 3.903
H -3.724 -1.865 -3.736
H -2.184 1.979 2.284
H 0.729 -1.844 -2.788
H -2.533 -3.766 -1.751
H -1.348 3.768 3.745
H 5.107 -1.533 2.682
H -3.063 -2.912 0.590
H -4.453 -1.355 1.974



Calculated total energy values (in eV) by entry order: -22744.5537, -3229.0978, -29369.4294, -65446.6537.
Max |F| values (in eV/Å) by entry order: 4.6, 2.4, 2.9, 5.9.